No. 1
79
Properties=species:S:1:pos:R:3:mulliken_spin:R:1 method="wB97M-V/def2-TZVPD" energy_ev=-179653.25840 homo_lumo_gap_ev="7.6 / 7.6" s_squared=3.76 multiplicity=4 relative_energy_kj_mol=0.0 total_charge=+2
V 3.13 1.14 1.15 2.848
N 0.43 -1.73 3.08 0.000
C 1.23 -1.15 2.21 0.029
N 2.01 -0.13 2.48 0.016
C 1.99 0.40 3.79 -0.008
N 2.79 1.37 4.12 -0.001
N 3.58 1.73 3.05 0.010
C 4.70 2.30 3.28 0.074
C 5.57 2.50 2.11 0.014
C 6.79 3.14 2.19 0.003
C 7.57 3.24 1.05 0.013
C 7.10 2.68 -0.13 0.004
C 5.86 2.06 -0.13 0.043
N 5.11 1.96 0.96 -0.061
C 1.08 -0.17 4.77 -0.009
C 0.97 0.32 6.07 -0.008
C 0.10 -0.27 6.96 0.000
C -0.67 -1.37 6.57 -0.001
C -0.58 -1.87 5.28 0.000
C 0.30 -1.26 4.39 -0.004
H -0.14 -2.52 2.78 0.000
H 1.23 -1.55 1.20 0.002
H 5.01 2.58 4.28 0.002
H 7.13 3.56 3.13 0.000
H 8.54 3.73 1.08 0.001
H 7.68 2.73 -1.04 0.000
H 5.46 1.62 -1.04 -0.003
H 1.58 1.17 6.36 -0.001
H 0.01 0.11 7.97 0.000
H -1.35 -1.83 7.27 0.000
H -1.17 -2.72 4.97 0.000
C -3.59 -2.92 -0.68 0.000
C -3.32 -1.59 0.01 0.000
C -2.21 -1.72 1.04 0.000
C -4.58 -1.02 0.64 0.000
O -2.93 -0.63 -1.01 0.002
Si -1.62 -0.06 -1.73 -0.004
S -0.66 1.23 -0.16 0.019
O -1.97 0.89 -2.96 -0.002
C -3.14 1.70 -3.32 0.001
C -2.68 2.59 -4.46 0.000
C -3.56 2.53 -2.11 0.000
C -4.24 0.76 -3.76 0.000
O -0.39 -1.04 -2.08 0.002
C -0.20 -1.99 -3.19 -0.001
C 0.38 -3.24 -2.56 0.000
C 0.77 -1.35 -4.17 0.000
C -1.53 -2.27 -3.87 0.000
H -4.01 -3.63 0.04 0.000
H -2.68 -3.34 -1.08 0.000
H -4.31 -2.79 -1.48 0.000
H -2.50 -2.47 1.78 0.000
H -2.05 -0.77 1.55 0.000
H -1.28 -2.04 0.56 0.000
H -4.95 -1.70 1.41 0.000
H -5.36 -0.90 -0.11 0.000
H -4.38 -0.05 1.09 0.000
H -1.88 3.26 -4.13 0.000
H -3.51 3.20 -4.82 0.000
H -2.31 1.99 -5.29 0.000
H -2.73 3.16 -1.77 0.000
H -3.87 1.88 -1.29 0.000
H -4.40 3.17 -2.37 0.000
H -3.91 0.16 -4.60 0.000
H -5.12 1.33 -4.06 0.000
H -4.53 0.10 -2.94 0.000
H 1.31 -3.01 -2.04 0.000
H 0.60 -3.98 -3.33 0.000
H -0.32 -3.68 -1.86 0.000
H 1.72 -1.13 -3.69 0.001
H 0.35 -0.43 -4.57 0.000
H 0.96 -2.03 -5.00 0.000
H -2.27 -2.65 -3.15 0.000
H -1.40 -3.02 -4.64 0.000
H -1.93 -1.37 -4.34 0.000
Cl 2.63 0.02 -1.07 0.014
Ge 1.11 1.65 -1.29 -0.005
Cl 2.24 3.13 -0.09 0.004
Cl 1.18 2.27 -3.28 0.005



No. 2
15
Properties=species:S:1:pos:R:3:nbo_charge:R:1 method="wB97M-V/def2-TZVPD" energy_ev=-17627.70295 smiles=CCN(S)CO homo_lumo_gap_ev=9.2 relative_energy_kj_mol=241.4 total_charge=0
C -0.09 -1.69 0.78 -0.605
C 0.00 -0.62 -0.22 -0.230
N -0.31 0.74 0.45 -0.628
S -1.91 1.07 0.77 0.203
C 0.52 1.76 0.04 0.075
O 0.42 1.96 -1.36 -0.724
H -1.11 -1.71 1.31 0.211
H -0.13 -2.66 0.28 0.206
H 0.67 -1.69 1.46 0.202
H 1.01 -0.38 -0.58 0.217
H -0.81 -1.05 -0.82 0.208
H -2.10 2.00 -0.19 0.055
H 1.65 1.62 0.27 0.178
H 0.20 2.66 0.66 0.174
H -0.53 2.28 -1.48 0.457



No. 3
44
Properties=species:S:1:pos:R:3:nbo_charge:R:1 method="wB97M-V/def2-TZVPD" energy_ev=-58083.19482 homo_lumo_gap_ev="7.4 / 8.2" s_squared=2.02 multiplicity=3 relative_energy_kj_mol=112.9 total_charge=+2
Mo -0.07 0.42 -1.00 1.824
O -1.59 4.23 -0.91 -0.397
C -1.43 3.06 -0.89 0.660
N -0.15 2.36 -0.92 -0.726
C 1.06 3.16 -0.82 0.658
O 1.13 4.31 -0.58 -0.398
C 2.25 2.27 -1.03 0.115
C 3.53 2.72 -0.95 -0.171
C 4.56 1.80 -1.16 -0.075
C 4.25 0.48 -1.43 -0.214
C 2.93 0.09 -1.49 0.090
N 1.93 0.98 -1.28 -0.518
C -2.54 2.06 -0.85 0.124
C -3.86 2.41 -0.70 -0.167
C -4.81 1.40 -0.69 -0.077
C -4.40 0.08 -0.84 -0.211
C -3.06 -0.20 -0.99 0.080
N -2.14 0.79 -0.99 -0.490
H 3.72 3.77 -0.74 0.280
H 5.59 2.12 -1.10 0.262
H 5.02 -0.26 -1.61 0.267
H 2.65 -0.93 -1.69 0.249
H -4.11 3.46 -0.60 0.281
H -5.86 1.64 -0.57 0.264
H -5.11 -0.73 -0.84 0.266
H -2.71 -1.21 -1.13 0.230
C -1.35 -2.90 1.88 -0.640
C 0.12 -2.57 1.62 -0.465
O 0.94 -3.41 2.40 -0.687
P 0.42 -0.80 2.09 2.378
O 0.54 -0.73 3.65 -0.964
O 1.91 -0.48 1.63 -1.001
O -0.54 0.12 1.42 -1.104
P 0.58 -2.80 -0.14 2.354
O -0.43 -3.80 -0.78 -0.978
O 2.01 -3.00 -0.36 -1.048
O 0.05 -1.37 -0.78 -0.939
H -1.53 -2.89 2.96 0.247
H -1.58 -3.90 1.52 0.259
H -2.01 -2.18 1.41 0.226
H 1.81 -3.54 1.99 0.504
H -0.26 -0.73 4.20 0.549
H 2.60 -0.68 2.27 0.547
H -0.06 -4.60 -1.18 0.556



No. 4
92
Properties=species:S:1:pos:R:3:lowdin_charge:R:1 method="wB97M-V/def2-TZVPD" energy_ev=-60759.26273 smiles="C[C@@H](O)COc1cnc2cccc(CC(=O)Cl)c2n1.CCOCC.CCOCC.CCOCC.CCOCC" homo_lumo_gap_ev=7.6 total_charge=0
C -4.01 7.29 -1.27 -0.048
C -3.96 5.75 -1.77 -0.350
O -2.62 5.41 -2.20 -0.071
C -4.41 4.79 -0.54 -0.150
O -3.56 3.60 -0.53 -0.101
C -3.44 3.19 0.85 -0.211
C -4.72 2.91 1.69 -0.020
N -4.76 2.46 3.04 0.083
C -3.41 2.33 3.53 -0.173
C -3.24 1.84 5.03 0.000
C -1.87 1.64 5.72 -0.049
C -0.57 1.95 4.90 -0.002
C -0.75 2.45 3.45 -0.119
C 0.61 2.80 2.64 -0.105
C 0.95 4.33 3.04 -0.645
O 0.57 4.84 4.14 -0.028
Cl 1.89 5.45 1.91 0.570
C -2.12 2.63 2.73 -0.126
N -2.12 3.06 1.36 0.169
H -3.83 7.39 -0.14 0.079
H -5.07 7.66 -1.49 0.086
H -3.20 7.85 -1.84 0.090
H -4.68 5.55 -2.63 0.142
H -2.62 4.64 -2.81 0.106
H -4.26 5.35 0.46 0.132
H -5.51 4.46 -0.62 0.127
H -5.74 3.08 1.17 0.119
H -4.18 1.58 5.63 0.093
H -1.75 1.27 6.80 0.094
H 0.50 1.84 5.31 0.115
H 0.44 2.71 1.51 0.105
H 1.48 2.11 2.94 0.124
C 5.95 0.76 -0.24 -0.078
C 4.79 1.74 -0.19 -0.280
O 4.16 1.81 1.08 -0.181
C 4.98 2.26 2.16 -0.277
C 5.50 3.68 1.97 -0.079
H 5.65 -0.22 0.15 0.077
H 6.31 0.64 -1.26 0.078
H 6.79 1.11 0.37 0.067
H 4.02 1.40 -0.89 0.112
H 5.09 2.73 -0.53 0.109
H 5.80 1.56 2.34 0.107
H 4.35 2.24 3.05 0.112
H 6.22 3.73 1.15 0.068
H 6.01 4.02 2.88 0.080
H 4.68 4.37 1.74 0.047
C -1.55 -1.11 -0.27 -0.080
C -0.55 -0.37 0.60 -0.280
O 0.33 -1.23 1.31 -0.160
C 1.18 -2.05 0.52 -0.276
C 2.13 -1.26 -0.36 -0.068
H -2.07 -1.88 0.30 0.081
H -2.28 -0.41 -0.69 0.074
H -1.05 -1.61 -1.11 0.069
H -1.10 0.19 1.36 0.102
H 0.02 0.36 0.02 0.107
H 0.58 -2.76 -0.08 0.106
H 1.76 -2.66 1.21 0.118
H 1.60 -0.72 -1.15 0.072
H 2.84 -1.93 -0.85 0.068
H 2.68 -0.53 0.23 0.070
C 4.72 -6.30 -4.29 -0.083
C 4.80 -4.82 -3.94 -0.280
O 3.88 -4.43 -2.94 -0.167
C 4.03 -5.05 -1.67 -0.281
C 5.37 -4.76 -1.01 -0.079
H 3.69 -6.59 -4.52 0.083
H 5.36 -6.52 -5.15 0.077
H 5.06 -6.92 -3.46 0.066
H 4.55 -4.24 -4.83 0.118
H 5.82 -4.54 -3.66 0.106
H 3.85 -6.12 -1.74 0.107
H 3.24 -4.64 -1.03 0.109
H 6.20 -5.23 -1.56 0.067
H 5.39 -5.15 0.01 0.078
H 5.57 -3.68 -0.99 0.077
C -4.45 -5.67 -1.36 -0.083
C -4.53 -4.76 -2.58 -0.280
O -5.80 -4.14 -2.73 -0.163
C -6.22 -3.28 -1.68 -0.279
C -5.30 -2.09 -1.48 -0.082
H -5.27 -6.38 -1.36 0.082
H -3.50 -6.21 -1.36 0.076
H -4.51 -5.09 -0.43 0.065
H -4.37 -5.36 -3.48 0.118
H -3.74 -4.00 -2.56 0.105
H -6.34 -3.84 -0.75 0.107
H -7.21 -2.91 -1.96 0.118
H -4.32 -2.40 -1.11 0.050
H -5.73 -1.39 -0.75 0.078
H -5.14 -1.56 -2.42 0.085



No. 5
10
Properties=species:S:1:pos:R:3:nbo_charge:R:1 method="wB97M-V/def2-TZVPD" energy_ev=-7187.21314 homo_lumo_gap_ev=9.7 relative_energy_kj_mol=528.3 total_charge=0
C -0.26 1.00 -0.69 -0.178
C 1.89 -0.99 0.03 -0.096
N 0.74 -1.37 0.10 -0.036
N -0.46 -1.51 -0.04 -0.247
C -1.07 -0.17 -0.24 -0.130
C -0.67 1.03 0.54 -0.184
H 0.24 1.50 -1.51 0.237
H 2.49 -0.76 0.91 0.208
H -2.10 -0.31 -0.57 0.194
H -0.79 1.59 1.46 0.232



No. 6
19
Properties=species:S:1:pos:R:3:nbo_charge:R:1 method="wB97M-V/def2-TZVPD" energy_ev=-9935.52904 smiles="C=COC(=C)[C@@H](C)N" homo_lumo_gap_ev=9.4 relative_energy_kj_mol=282.3 total_charge=0
C 1.21 2.01 1.05 -0.449
C 0.39 2.11 0.00 0.102
O -0.92 1.54 -0.05 -0.507
C -1.02 0.18 0.04 0.301
C -2.13 -0.40 0.47 -0.479
C 0.14 -0.60 -0.55 -0.106
C 0.80 -1.56 0.43 -0.605
N -0.29 -1.30 -1.72 -0.835
H 1.22 1.13 1.67 0.203
H 1.98 2.75 1.21 0.215
H 0.37 3.02 -0.61 0.197
H -2.23 -1.47 0.47 0.213
H -2.96 0.20 0.82 0.209
H 0.90 0.32 -0.71 0.174
H 1.02 -1.06 1.37 0.210
H 0.12 -2.39 0.63 0.217
H 1.72 -1.96 0.01 0.206
H -0.80 -0.71 -2.37 0.371
H 0.46 -1.81 -2.18 0.363



No. 7
16
Properties=species:S:1:pos:R:3:nbo_charge:R:1 method="wB97M-V/def2-TZVPD" energy_ev=-6826.16737 smiles=CCCN.O homo_lumo_gap_ev=9.4 relative_energy_kj_mol=104.0 total_charge=0
C -1.84 -0.03 -0.68 -0.615
C -0.44 -0.61 -0.89 -0.416
C 0.72 0.34 -0.47 -0.220
N 0.40 1.73 -0.30 -0.875
H -2.61 -0.80 -0.77 0.208
H -2.08 0.83 -1.30 0.211
H -2.02 0.47 0.28 0.193
H -0.32 -1.61 -0.46 0.189
H -0.44 -0.75 -1.98 0.193
H 1.35 0.35 -1.37 0.180
H 1.31 -0.10 0.34 0.197
H -0.26 1.97 0.41 0.369
H 0.57 2.37 -1.05 0.376
O 1.08 -1.19 2.07 -0.937
H 0.43 -1.89 1.98 0.475
H 1.90 -1.48 1.66 0.472



No. 8
24
Properties=species:S:1:pos:R:3:nbo_charge:R:1 method="wB97M-V/def2-TZVPD" energy_ev=-13635.74303 homo_lumo_gap_ev="9.4 / 4.5" s_squared=0.77 multiplicity=2 relative_energy_kj_mol=222.9 total_charge=0
O -4.25 -1.61 -0.12 -0.700
H -5.18 -1.71 -0.25 0.449
H -3.20 -0.96 0.67 0.517
O -2.43 -0.34 1.12 -0.667
C -1.18 -0.53 0.75 0.339
C -0.54 0.63 0.13 -0.010
C 0.81 0.53 -0.25 -0.014
C 1.55 -0.61 0.12 0.009
C 0.97 -1.63 0.89 -0.218
C -0.38 -1.62 1.28 -0.228
C 3.00 -0.72 -0.34 -0.642
C 1.43 1.66 -1.05 -0.647
C -1.41 1.83 -0.13 -0.644
H 1.58 -2.49 1.12 0.211
H -0.83 -2.41 1.87 0.229
H 3.41 -1.67 0.04 0.218
H 3.14 -0.72 -1.45 0.223
H 3.66 0.09 0.04 0.222
H 2.46 1.44 -1.31 0.222
H 0.88 1.84 -1.99 0.222
H 1.40 2.62 -0.52 0.223
H -0.83 2.55 -0.72 0.213
H -2.30 1.51 -0.70 0.238
H -1.76 2.31 0.81 0.236



No. 9
111
Properties=species:S:1:pos:R:3:lowdin_charge:R:1 method="wB97M-V/def2-TZVPD" energy_ev=-113213.65676 homo_lumo_gap_ev=6.1 relative_energy_kj_mol=0.0 total_charge=0
Cd -2.85 -0.36 2.45 1.388
C -4.67 -2.00 -1.00 -0.630
F -4.08 -0.99 -1.61 0.147
F -5.65 -2.48 -1.77 0.161
F -3.83 -3.01 -0.73 0.122
S -5.39 -1.26 0.62 0.705
O -6.69 -0.83 0.20 -0.272
O -5.38 -2.32 1.64 -0.323
N -4.29 0.03 1.13 -0.426
S -4.93 1.43 0.65 0.597
O -3.96 2.46 0.99 -0.312
O -5.47 1.46 -0.67 -0.256
C -6.37 1.72 1.93 -0.642
F -6.77 0.58 2.47 0.125
F -5.95 2.55 2.83 0.167
F -7.42 2.32 1.31 0.123
C -0.71 2.77 -0.30 -0.041
C -0.39 1.32 -0.69 -0.451
C 0.79 1.52 -1.71 -0.128
C 1.48 0.23 -2.01 -0.195
C 2.10 -0.25 -0.71 -0.130
C 1.08 -0.47 0.43 -0.450
N 0.15 0.68 0.55 -0.134
O -0.97 0.37 1.41 -0.370
C 1.97 -0.50 1.68 -0.023
C 0.46 -1.90 0.29 -0.023
C -1.56 0.71 -1.45 -0.010
H -1.14 3.47 -1.01 0.064
H 0.20 3.27 0.05 0.088
H -1.37 2.91 0.56 0.053
H 1.47 2.29 -1.36 0.125
H 0.29 1.96 -2.58 0.105
H 2.32 0.33 -2.70 0.082
H 0.78 -0.54 -2.35 0.098
H 2.91 0.43 -0.43 0.115
H 2.58 -1.20 -0.96 0.095
H 1.32 -0.53 2.57 0.065
H 2.66 0.33 1.82 0.093
H 2.52 -1.44 1.64 0.065
H 1.12 -2.76 0.17 0.072
H -0.29 -1.97 -0.50 0.068
H -0.09 -2.00 1.23 0.043
H -1.84 1.29 -2.33 0.073
H -2.36 0.71 -0.71 0.045
H -1.41 -0.35 -1.66 0.073
O -2.01 2.70 -4.13 -0.062
H -2.71 2.89 -4.76 0.042
H -2.19 3.29 -3.38 -0.006
O 1.17 -2.05 5.25 -0.044
H 0.66 -2.61 5.83 0.043
H 1.14 -2.49 4.39 -0.010
O 4.50 -0.40 -3.90 -0.038
H 4.19 -1.02 -3.23 0.009
H 5.13 -0.89 -4.43 0.063
O -2.84 1.52 3.40 -0.114
H -2.23 2.11 2.93 0.043
H -3.07 2.00 4.20 0.090
O -2.84 4.13 -1.88 -0.066
H -3.77 4.06 -1.65 0.058
H -2.41 4.40 -1.07 -0.009
O -1.36 4.71 2.61 -0.039
H -1.12 4.92 3.52 0.066
H -0.69 4.07 2.33 0.013
O 1.31 -3.92 2.98 -0.035
H 0.40 -4.06 3.26 0.053
H 1.80 -4.63 3.41 0.068
O -1.36 -0.79 4.09 -0.126
H -1.14 -1.52 4.67 0.038
H -0.81 -0.05 4.41 0.002
O 1.01 -1.69 -4.57 -0.030
H 1.38 -1.92 -3.72 0.016
H 1.66 -1.98 -5.21 0.061
O 3.44 2.12 -4.04 -0.073
H 2.50 1.93 -3.95 -0.001
H 3.88 1.25 -4.10 -0.014
O -0.61 -4.41 -1.95 -0.048
H -1.21 -4.27 -1.21 0.013
H -1.01 -5.12 -2.46 0.041
O -2.85 5.38 0.50 -0.059
H -3.53 4.70 0.56 0.015
H -2.33 5.27 1.31 -0.005
O 4.04 -2.87 -2.73 -0.038
H 3.26 -3.32 -3.06 0.067
H 4.77 -3.46 -2.93 0.094
O 0.55 2.48 2.74 -0.063
H 1.48 2.72 2.72 0.083
H 0.46 1.78 2.07 0.019
O 4.08 -3.80 1.38 -0.037
H 4.56 -4.04 2.18 0.090
H 3.24 -3.45 1.69 0.032
O 2.91 -5.11 -0.70 -0.061
H 3.32 -4.79 0.12 -0.017
H 2.55 -4.33 -1.12 -0.003
O 0.80 1.09 -4.96 -0.050
H -0.08 1.47 -4.89 0.023
H 0.72 0.24 -4.51 -0.008
O 4.87 2.41 -1.58 -0.055
H 4.81 3.19 -2.14 0.048
H 4.32 1.76 -2.02 0.003
O 5.15 -1.95 -0.39 -0.059
H 4.55 -2.18 -1.11 -0.011
H 5.01 -2.65 0.27 0.013
O 0.54 0.98 4.96 -0.064
H 1.44 0.67 4.89 0.049
H 0.47 1.70 4.31 0.002
O -2.51 -2.28 1.74 -0.127
H -1.79 -2.42 1.11 0.031
H -2.74 -3.16 2.06 0.084
O 5.77 0.65 0.49 -0.088
H 5.49 -0.23 0.22 -0.028
H 5.52 1.24 -0.23 -0.026



No. 10
26
Properties=species:S:1:pos:R:3:nbo_charge:R:1 method="wB97M-V/def2-TZVPD" energy_ev=-47368.93845 homo_lumo_gap_ev="4.5 / 6.8" s_squared=0.79 multiplicity=2 relative_energy_kj_mol=79.3 total_charge=-1
Hg -1.10 0.15 -0.66 1.393
N -0.15 2.97 -4.09 -0.827
C -0.37 2.26 -2.96 0.684
O 0.04 1.12 -2.88 -0.642
C -1.08 2.99 -1.84 -0.526
C -2.09 2.08 -1.13 -0.878
H 0.29 2.50 -4.87 0.396
H -0.56 3.87 -4.25 0.386
H -1.56 3.90 -2.23 0.177
H -0.31 3.29 -1.12 0.238
H -2.96 1.95 -1.78 0.185
H -2.44 2.60 -0.23 0.200
Cl 1.93 -4.20 4.45 -0.074
C 1.54 -2.98 3.26 -0.062
C 2.16 -1.74 3.35 -0.324
C 1.77 -0.78 2.42 -0.145
Cl 2.51 0.79 2.51 -0.052
C 0.81 -0.98 1.42 0.402
O 0.49 0.03 0.66 -0.921
C 0.24 -2.31 1.31 -0.237
C -0.67 -2.69 0.33 0.195
O -1.23 -2.00 -0.62 -0.843
C 0.64 -3.28 2.27 -0.257
H 2.89 -1.52 4.10 0.217
H -0.98 -3.74 0.36 0.111
H 0.20 -4.27 2.22 0.203



No. 11
12
Properties=species:S:1:pos:R:3:nbo_charge:R:1 method="wB97M-V/def2-TZVPD" energy_ev=-9344.76072 homo_lumo_gap_ev=9.3 relative_energy_kj_mol=632.6 total_charge=0
C 0.29 0.41 -0.17 0.599
C -0.44 -0.54 0.52 0.095
C -0.09 -0.79 -0.95 -0.444
O 0.72 1.64 -0.17 -0.600
O 1.48 -0.80 0.85 -0.914
O -1.84 0.52 0.01 -0.903
H 1.12 1.85 -1.03 0.504
H 1.65 -0.33 1.67 0.449
H -1.89 1.24 0.65 0.449
H -0.81 -0.98 1.43 0.251
H -0.89 -0.69 -1.66 0.257
H 0.68 -1.52 -1.15 0.255